{"formula": "C38H57N19", "method": "the ωB97M-V functional and the def2-TZVPD basis", "symbols": ["C", "C", "N", "H", "H", "H", "C", "C", "N", "H", "H", "H", "C", "C", "N", "H", "H", "H", "C", "C", "N", "H", "H", "H", "C", "C", "N", "H", "H", "H", "C", "C", "N", "H", "H", "H", "C", "C", "N", "H", "H", "H", "C", "C", "N", "H", "H", "H", "C", "C", "N", "H", "H", "H", "C", "C", "N", "H", "H", "H", "C", "C", "N", "H", "H", "H", "C", "C", "N", "H", "H", "H", "C", "C", "N", "H", "H", "H", "C", "C", "N", "H", "H", "H", "C", "C", "N", "H", "H", "H", "C", "C", "N", "H", "H", "H", "C", "C", "N", "H", "H", "H", "C", "C", "N", "H", "H", "H", "C", "C", "N", "H", "H", "H"], "xyz": [[4.878, -5.484, -2.350], [4.073, -5.962, -1.243], [3.461, -6.276, -0.333], [5.810, -6.108, -2.395], [5.320, -4.497, -2.250], [4.298, -5.588, -3.278], [0.043, 5.338, 5.981], [1.098, 4.829, 5.159], [1.998, 4.614, 4.519], [0.396, 6.035, 6.702], [-0.402, 4.491, 6.491], [-0.716, 5.794, 5.392], [4.863, -2.631, 1.238], [4.935, -2.323, -0.212], [5.005, -2.272, -1.367], [4.757, -1.728, 1.823], [5.787, -3.092, 1.555], [3.970, -3.282, 1.343], [-0.373, -4.892, -1.597], [0.414, -4.264, -2.631], [0.988, -3.788, -3.505], [-1.383, -4.549, -1.695], [0.010, -4.603, -0.599], [-0.433, -5.959, -1.692], [3.748, 2.253, 3.187], [4.311, 0.962, 3.521], [4.782, -0.050, 3.829], [3.752, 2.407, 2.126], [4.294, 3.082, 3.646], [2.798, 2.369, 3.650], [-5.739, 4.494, -2.842], [-7.148, 4.697, -3.117], [-8.265, 4.642, -3.320], [-5.500, 4.558, -1.763], [-5.255, 5.321, -3.282], [-5.353, 3.599, -3.276], [4.557, 1.253, -3.168], [4.244, 1.620, -1.842], [3.944, 2.095, -0.841], [3.689, 0.727, -3.611], [5.439, 0.658, -3.169], [4.680, 2.147, -3.862], [-6.712, 0.125, -3.267], [-6.131, -0.558, -4.451], [-5.677, -1.090, -5.398], [-6.434, 1.154, -3.317], [-6.289, -0.380, -2.391], [-7.794, 0.005, -3.216], [-0.638, 0.551, 5.295], [-0.842, 1.472, 6.407], [-0.893, 2.316, 7.193], [-1.247, 0.869, 4.505], [-1.112, -0.417, 5.537], [0.408, 0.446, 4.958], [-2.369, -1.868, -4.141], [-1.773, -0.590, -3.615], [-1.459, 0.422, -3.199], [-3.414, -1.674, -4.277], [-2.165, -2.648, -3.425], [-1.871, -2.151, -5.108], [-1.649, 2.714, -1.054], [-3.085, 2.293, -1.287], [-4.138, 1.972, -1.517], [-1.138, 2.740, -2.049], [-1.187, 1.980, -0.332], [-1.627, 3.765, -0.730], [3.672, -3.163, 4.577], [2.372, -2.565, 4.362], [1.432, -1.976, 4.055], [3.889, -4.089, 3.973], [3.707, -3.452, 5.568], [4.502, -2.457, 4.459], [1.710, 4.720, 1.098], [0.846, 3.613, 1.574], [0.210, 2.680, 1.723], [2.630, 4.699, 1.710], [1.263, 5.692, 1.344], [2.030, 4.662, 0.076], [-3.586, 2.804, 3.681], [-4.981, 3.227, 3.456], [-6.035, 3.514, 3.124], [-2.987, 3.633, 3.351], [-3.464, 1.899, 3.145], [-3.396, 2.658, 4.764], [-2.532, -4.216, 2.782], [-2.720, -4.143, 1.359], [-2.926, -4.091, 0.230], [-3.129, -3.480, 3.291], [-1.554, -4.067, 3.175], [-2.937, -5.199, 3.164], [-4.884, -1.419, 0.388], [-4.170, -0.892, 1.614], [-3.437, -0.612, 2.486], [-4.759, -2.488, 0.315], [-4.442, -0.917, -0.486], [-5.919, -1.165, 0.519], [0.999, -0.512, 0.505], [-0.312, -0.991, 0.073], [-1.392, -1.302, -0.228], [1.499, -1.231, 1.127], [0.893, 0.340, 1.201], [1.567, -0.185, -0.325], [4.049, -2.760, -4.849], [3.987, -1.436, -5.403], [4.055, -0.368, -5.833], [3.035, -3.185, -4.739], [4.404, -2.696, -3.861], [4.650, -3.488, -5.368], [1.463, 1.638, -5.048], [1.824, 2.917, -4.462], [2.180, 3.973, -4.148], [0.391, 1.516, -5.185], [1.716, 0.801, -4.397], [2.047, 1.471, -5.982]], "total_charge": 0, "lumo_energy_ev": 0.176, "gap_ev": 11.59, "max_force_ha_per_bohr": 0.090, "total_energy_ev": -68636.3931}

{"formula": "C25H32Br2CaF10N5SSb", "method": "the ωB97M-V functional and the def2-TZVPD basis", "symbols": ["Ca", "C", "N", "C", "C", "N", "C", "C", "F", "C", "F", "C", "F", "C", "F", "C", "F", "C", "C", "N", "C", "C", "F", "C", "F", "C", "F", "C", "F", "C", "F", "H", "H", "H", "H", "H", "H", "H", "H", "H", "H", "H", "Br", "C", "Br", "H", "H", "N", "C", "N", "S", "H", "H", "H", "H", "C", "C", "Sb", "C", "C", "C", "C", "H", "H", "H", "H", "H", "H", "H", "H", "H", "H", "H", "H", "H", "H", "H"], "xyz": [[-0.605, 1.390, 0.767], [-3.779, 2.562, 0.354], [-3.072, 1.285, 0.327], [-3.275, 0.602, -0.968], [-2.098, -0.304, -1.345], [-0.851, 0.433, -1.260], [-0.278, 0.910, -2.409], [0.187, 0.132, -3.479], [-0.004, -1.198, -3.460], [0.884, 0.661, -4.552], [1.338, -0.147, -5.515], [1.146, 2.019, -4.611], [1.850, 2.536, -5.626], [0.667, 2.837, -3.600], [0.895, 4.156, -3.650], [-0.048, 2.288, -2.555], [-0.589, 3.131, -1.646], [-3.461, 0.454, 1.479], [-3.041, 1.055, 2.830], [-1.639, 1.409, 2.798], [-1.106, 2.435, 3.505], [-1.737, 3.542, 4.116], [-3.081, 3.678, 4.063], [-1.043, 4.549, 4.762], [-1.720, 5.564, 5.305], [0.338, 4.537, 4.834], [1.007, 5.523, 5.447], [1.012, 3.479, 4.247], [2.344, 3.416, 4.310], [0.305, 2.481, 3.616], [1.021, 1.441, 3.088], [-4.864, 2.430, 0.234], [-3.419, 3.198, -0.454], [-3.601, 3.071, 1.301], [-3.355, 1.387, -1.724], [-4.230, 0.056, -0.961], [-2.285, -0.736, -2.335], [-2.071, -1.162, -0.659], [-3.006, -0.533, 1.346], [-4.555, 0.317, 1.498], [-3.238, 0.278, 3.584], [-3.708, 1.879, 3.082], [-0.804, -2.063, 3.434], [0.958, -1.565, 3.988], [2.229, -1.413, 2.531], [1.339, -2.341, 4.639], [0.918, -0.596, 4.469], [3.303, 2.699, -1.426], [2.726, 2.333, -0.276], [3.021, 1.121, 0.214], [1.657, 3.368, 0.521], [3.959, 2.112, -1.914], [3.014, 3.564, -1.848], [3.634, 0.479, -0.261], [2.751, 0.911, 1.162], [1.873, -5.051, 1.252], [1.225, -4.982, -0.123], [0.350, -3.062, -0.560], [2.143, -2.134, -1.323], [2.855, -2.697, -2.541], [-0.718, -3.810, -2.275], [0.045, -4.481, -3.405], [2.266, -6.045, 1.474], [1.161, -4.792, 2.039], [2.703, -4.346, 1.339], [0.410, -5.705, -0.209], [1.943, -5.239, -0.905], [2.806, -2.165, -0.449], [1.885, -1.081, -1.471], [3.004, -3.776, -2.472], [3.842, -2.245, -2.672], [2.289, -2.506, -3.452], [-1.358, -3.014, -2.649], [-1.391, -4.534, -1.801], [0.602, -3.759, -3.999], [-0.634, -5.004, -4.082], [0.758, -5.219, -3.033]], "total_charge": 0, "lumo_energy_ev": -0.048, "gap_ev": 7.21, "max_force_ha_per_bohr": 0.013, "total_energy_ev": -236965.6207}